[1]
ORCA calculation (wB97M-V/def2-TZVPD) on a cluster of 2 separate species, C6H16 in total.

Last column: Löwdin charge in e.
Geometry (Å):
1 C 1.15385 2.10789 -1.91656  -0.09
2 C 0.95359 1.25224 -0.64089  -0.46
3 C 0.41121 2.10815 0.49549  -0.10
4 C 0.13101 -0.06214 -0.87356  -0.07
5 H 2.15045 2.52315 -1.70792  0.08
6 H 0.46252 2.92210 -2.08852  0.07
7 H 1.28492 1.47140 -2.78899  0.07
8 H 1.91600 0.85308 -0.34406  0.11
9 H -0.67715 2.28424 0.53866  0.08
10 H 0.68477 1.66345 1.44802  0.07
11 H 0.73078 3.15009 0.52116  0.07
12 H -0.40710 0.09464 -1.81873  0.07
13 H 0.80197 -0.90802 -0.96019  0.07
14 H -0.71095 -0.22065 -0.21215  0.04
15 C -0.49004 -2.50647 1.60714  -0.18
16 C -1.95845 -2.64254 1.16632  -0.16
17 H -0.34366 -1.52179 2.04632  0.06
18 H -0.17178 -3.37212 2.18323  0.06
19 H 0.21380 -2.52382 0.76457  0.05
20 H -2.11979 -3.56541 0.61890  0.06
21 H -2.19373 -1.74924 0.57540  0.05
22 H -2.59982 -2.51996 2.03121  0.06

Cartesian forces (eV/Å) of the 6 atoms listed first:
1.62 -0.80 0.92
-1.23 -0.35 -0.18
-0.60 0.39 0.70
-0.54 1.56 -1.14
-0.26 0.51 -0.54
-0.39 -0.10 0.06

Computed properties:
E   -6480.865 eV
Energy above the lowest of the compared OMol25 structures with the same formula, charge and spin   18.27 kcal per mole
Spin multiplicity   1
LUMO   1.1 eV
E_HOMO   -10.91 eV

---

[2]
ORCA calculation (wB97M-V/def2-TZVPD) on a structure of composition H15LiO8.

Last column: Löwdin charge in e.
Geometry (Å):
1 Li -0.96334 2.22944 0.78645  0.83
2 O 0.36019 0.93033 0.38151  -0.45
3 H -0.07762 0.21308 0.80853  -0.05
4 O -3.80118 -0.37438 0.40691  -0.06
5 H -4.30481 -0.66301 -0.28678  -0.03
6 H -2.87374 -0.76094 0.35208  0.03
7 O 2.33716 -0.24843 1.97281  0.05
8 H 1.65943 0.08276 1.43676  -0.05
9 H 3.08430 0.12759 1.87332  -0.08
10 O -0.20767 -3.02460 1.21704  -0.07
11 H 0.55680 -3.03355 0.55469  0.07
12 H -0.74323 -2.51247 0.62926  -0.05
13 O 1.47097 -0.62421 -1.62716  -0.14
14 H 1.90820 -1.52252 -1.07778  0.17
15 H 1.26702 -0.00243 -0.93515  -0.07
16 O -0.53080 1.84849 -2.06699  0.00
17 H -1.48467 1.89296 -2.01069  0.04
18 H -0.25567 1.55218 -1.28029  -0.13
19 O -1.55486 -1.44784 -0.68087  0.04
20 H -0.86811 -0.90127 -0.96270  0.01
21 H -1.63433 -2.21608 -1.07969  0.00
22 O 2.28385 2.94757 0.84967  0.01
23 H 1.75225 2.20799 0.63393  -0.05
24 H 2.61986 3.29933 0.10515  -0.02

Cartesian forces (eV/Å) of the 6 atoms listed first:
0.76 -0.34 -0.11
-0.74 1.57 -0.24
-0.41 -1.18 0.56
3.32 1.19 3.35
-1.59 -1.31 -2.80
-1.98 0.36 -0.50

Computed properties:
E   -16827.203 eV
Energy above the lowest of the compared OMol25 structures with the same formula, charge and spin   63.63 kcal per mole
Spin multiplicity   1
LUMO   -1.2 eV
E_HOMO   -10.83 eV

---

[3]
ORCA calculation (wB97M-V/def2-TZVPD) on the ion C5H14N2O with charge +2.

Last column: Löwdin charge in e.
Geometry (Å):
1 N 0.53871 -3.80894 0.79541  0.22
2 C 1.00970 -2.46111 0.41206  -0.07
3 C 0.15000 -1.46916 0.25830  -0.05
4 C 0.54511 -0.06752 -0.22725  -0.13
5 C -0.58331 0.92283 -0.51115  -0.22
6 N -0.16319 1.85767 -1.67519  0.22
7 C -1.05687 1.82330 0.68053  -0.13
8 O -0.40812 3.07783 0.41799  -0.07
9 H 0.74608 -3.95922 1.79042  0.19
10 H 0.83795 -4.57108 0.17950  0.19
11 H -0.46513 -3.91796 0.64409  0.17
12 H 2.09156 -2.36206 0.30600  0.15
13 H -0.92128 -1.65166 0.25293  0.13
14 H 1.10756 0.22399 0.70664  0.15
15 H 1.35192 -0.17959 -0.99103  0.15
16 H -1.44475 0.37384 -0.95746  0.16
17 H -0.46927 2.83708 -1.66164  0.18
18 H -0.30684 1.39861 -2.58200  0.18
19 H 0.85443 1.92113 -1.66030  0.16
20 H -0.70943 1.46837 1.64906  0.14
21 H -2.13400 2.02801 0.60342  0.14
22 H -0.15780 3.59396 1.19346  0.13

Cartesian forces (eV/Å) of the 6 atoms listed first:
-0.62 0.15 -0.23
0.17 0.36 -0.18
-0.67 0.20 -1.82
1.95 -0.69 2.16
-1.18 -0.12 -0.79
1.26 -1.09 -0.23

Computed properties:
E   -10422.208 eV
Energy above the lowest of the compared OMol25 structures with the same formula, charge and spin   18.75 kcal per mole
Spin multiplicity   1
Charge   +2
LUMO   -6.5 eV
E_HOMO   -17.85 eV

---

[4]
ORCA calculation (wB97M-V/def2-TZVPD) on a structure of composition CH3CuO7S2.

Last column: Löwdin charge in e.
Geometry (Å):
1 Cu 0.12863 0.62677 -0.46254  0.28
2 O -1.27033 1.17040 -2.36905  -0.43
3 S -1.40245 2.22357 -1.32282  0.21
4 O -2.34381 3.27860 -1.70673  -0.43
5 O -0.03621 2.77956 -1.04067  -0.43
6 O -1.85260 1.52251 -0.05286  -0.44
7 C 0.05573 -1.79684 1.16338  -0.16
8 S 1.59335 -1.09536 0.58536  0.36
9 O 2.59582 -2.06005 1.02705  -0.40
10 O 1.72265 0.21509 1.22306  -0.35
11 O 1.49682 -1.02244 -0.88886  -0.36
12 H 0.18357 -1.98040 2.22894  0.05
13 H -0.08570 -2.73540 0.63045  0.06
14 H -0.78547 -1.12602 0.98530  0.05

Cartesian forces (eV/Å) of the 6 atoms listed first:
0.06 0.44 -0.34
-0.03 0.12 -0.07
-0.53 0.26 -0.04
-0.06 0.03 0.00
-0.10 -0.11 -0.04
0.27 0.01 -0.18

Computed properties:
E   -81729.790 eV
Energy above the lowest of the compared OMol25 structures with the same formula, charge and spin   17.93 kcal per mole
Spin multiplicity   1
Charge   -2
LUMO   5.5 eV
E_HOMO   -0.73 eV

---

[5]
ORCA calculation (wB97M-V/def2-TZVPD) on a cluster of 2 separate species, C5H15N2 in total.

Last column: Löwdin charge in e.
Geometry (Å):
1 C -1.38766 1.21109 1.33932  -0.04
2 C -0.36833 2.04165 0.98391  -0.28
3 N 0.97960 1.94131 1.42392  0.04
4 H -1.26868 0.68322 2.30551  0.07
5 H -2.31386 1.09797 0.78019  0.06
6 H -0.50473 2.67025 0.09252  0.11
7 H 1.02529 1.46758 2.31097  0.08
8 H 1.46396 2.84233 1.50287  0.10
9 C -1.24773 -0.76276 -2.11815  -0.06
10 C -0.31415 -1.60824 -1.31670  -0.23
11 N 0.49459 -0.83535 -0.37397  -0.03
12 C 1.60739 -1.62625 0.25038  0.01
13 H -0.70985 -0.05482 -2.72831  0.09
14 H -1.83266 -1.39731 -2.79215  0.10
15 H -1.93498 -0.19810 -1.47533  0.08
16 H -0.79098 -2.40506 -0.72761  0.14
17 H 0.39765 -2.09793 -1.99280  0.14
18 H -0.11754 -0.34383 0.33127  0.13
19 H 0.92362 -0.08325 -0.90719  0.17
20 H 1.19528 -2.51665 0.74284  0.11
21 H 2.17625 -0.95424 0.93090  0.11
22 H 2.23471 -1.98477 -0.55585  0.10

Cartesian forces (eV/Å) of the 6 atoms listed first:
1.45 0.32 0.80
-0.36 -1.06 -1.11
-1.08 0.83 0.09
-0.28 -0.04 -0.71
0.18 0.48 0.30
0.20 -0.06 0.45

Computed properties:
E   -8401.629 eV
Energy above the lowest of the compared OMol25 structures with the same formula, charge and spin   24.16 kcal per mole
Spin multiplicity   1
Charge   +1
LUMO   -2.8 eV
E_HOMO   -12.67 eV

---

[6]
ORCA calculation (wB97M-V/def2-TZVPD) on the molecule C6H10ClN2P.

Last column: Löwdin charge in e.
Geometry (Å):
1 C -0.32636 0.17708 -1.03692  -0.09
2 C -1.73246 0.13863 -0.73633  -0.17
3 C -1.95139 -0.26891 0.72860  -0.16
4 C -0.60140 -0.74827 1.42063  -0.27
5 C 0.35004 -1.38506 0.45486  -0.44
6 C 3.00134 1.09547 -1.22770  -0.19
7 N 0.70557 0.75580 -1.23303  0.04
8 N 1.89373 0.43578 -0.74504  -0.38
9 P 2.02055 -0.95264 0.58048  0.61
10 Cl 2.86349 -2.54532 -0.36085  0.17
11 H -2.17790 1.17650 -0.95374  0.15
12 H -2.11951 -0.58493 -1.41680  0.10
13 H -2.27565 0.64614 1.39267  0.14
14 H -2.66231 -0.99895 0.83042  0.06
15 H -0.15722 0.03666 1.92158  0.06
16 H -0.81918 -1.55540 2.18622  0.12
17 H 0.13803 -2.28169 0.09858  0.00
18 H 3.47082 2.04043 -0.75430  0.10
19 H 3.75295 0.29623 -1.20119  0.05
20 H 2.81943 1.30077 -2.32130  0.10

Cartesian forces (eV/Å) of the 6 atoms listed first:
1.30 -2.56 2.31
-0.82 1.99 -0.33
2.28 3.26 2.22
-1.85 -3.09 -0.57
-0.01 5.40 0.08
2.92 1.00 -2.17

Computed properties:
E   -31171.903 eV
Energy above the lowest of the compared OMol25 structures with the same formula, charge and spin   45.17 kcal per mole
Spin multiplicity   1
LUMO   0.8 eV
E_HOMO   -7.76 eV